This record from OMol25 describes a cluster of 2 separate species, C17H29Br2INO3P2S in total in a non-equilibrium geometry. The level of theory is ωB97M-V/def2-TZVPD.

As for the HOMO energy: -11.43 eV. For the LUMO energy, the calculation gives -5.145 eV. For the largest force on an atom, the calculation gives 8.72 eV/Å. As for the total energy: -7471.529979 Eh. As for the charge: +1. As for the HOMO-LUMO gap: 6.29 eV.

XYZ file:
```
56
Properties=species:S:1:pos:R:3:lowdin_charge:R:1
C -1.987 3.036 -0.343 -0.128
C -2.677 2.254 -1.632 -0.203
C -1.617 1.232 -2.402 -0.204
O -2.228 -0.082 -2.654 -0.070
C -1.501 -1.177 -1.994 -0.260
O -1.233 -2.283 -2.699 0.022
C -1.048 -1.127 -0.426 -0.003
C -2.198 -1.430 0.701 0.095
C -1.712 -1.376 2.298 -0.174
P -3.104 -1.803 3.561 0.751
O -4.546 -1.916 2.913 -0.478
N -0.266 -1.012 2.687 -0.120
C 0.172 -0.970 4.157 -0.243
C 0.994 -2.397 4.448 -0.255
C 2.031 -2.304 5.713 -0.530
S 1.321 -1.277 7.145 0.627
C 0.818 -0.726 1.624 -0.437
I 2.912 -0.208 2.211 0.936
C 0.497 -0.789 -0.019 -0.294
P 1.973 -0.467 -1.165 0.853
C 1.576 -0.418 -3.014 -0.314
C 3.070 -2.069 -0.963 -0.427
C 2.176 -3.433 -0.781 -0.170
H -0.819 2.925 -0.300 0.073
H -2.535 2.612 0.616 0.075
H -2.284 4.181 -0.447 0.088
H -3.563 1.549 -1.257 0.125
H -3.067 3.077 -2.367 0.058
H -0.555 1.192 -1.895 0.096
H -1.436 1.732 -3.471 0.096
H -3.323 -1.678 0.399 0.144
H -3.132 -0.714 4.543 0.033
H -2.725 -2.990 4.341 0.035
H 0.819 -0.016 4.421 0.097
H -0.717 -0.972 4.917 0.100
H 1.545 -2.717 3.438 0.094
H 0.150 -3.194 4.686 0.119
H 3.043 -1.795 5.357 0.077
H 2.338 -3.377 6.116 0.106
H 1.374 0.056 6.631 -0.105
H 1.200 -1.496 -3.360 0.067
H 0.873 0.442 -3.378 0.040
H 2.607 -0.263 -3.595 0.083
H 3.644 -2.166 -1.991 0.096
H 3.896 -1.937 -0.128 0.043
H 1.595 -3.597 -1.792 0.087
H 1.496 -3.432 0.175 0.069
H 2.954 -4.332 -0.691 0.095
Br -1.758 4.388 -4.537 0.667
C -0.127 5.259 -5.158 -0.673
C 1.030 4.289 -5.195 -0.685
Br 1.731 3.958 -3.404 0.586
H 0.046 6.118 -4.504 0.058
H -0.362 5.617 -6.165 0.064
H 1.871 4.711 -5.754 0.062
H 0.769 3.315 -5.620 0.054
```

This record from OMol25 describes a structure of composition C17H29ClFeNO6P2 in a non-equilibrium geometry. The level of theory is ωB97M-V/def2-TZVPD.

As for the HOMO energy (alpha / beta): -4.97 / -8.94 eV. For the LUMO energy (alpha / beta), the calculation gives -0.493 / -1.928 eV. For the largest force on an atom, the calculation gives 4.57 eV/Å. As for the total energy: -3577.515997 Eh. As for the HOMO-LUMO gap (alpha / beta): 4.48 / 7.01 eV. As for the spin multiplicity: 6.

XYZ file:
```
57
Properties=species:S:1:pos:R:3:lowdin_spin:R:1
C -0.750 3.751 -1.656 0.292
C -0.878 2.420 -1.192 0.105
N 0.046 1.862 -0.316 0.246
C 0.860 2.716 0.366 0.241
C 0.836 4.087 0.183 0.154
C 0.067 4.608 -0.883 0.322
C -1.826 1.504 -1.636 0.426
P -1.944 -0.094 -0.814 0.052
Fe 0.221 -0.016 -0.200 2.899
P 2.053 0.340 1.011 -0.001
C 1.655 2.102 1.455 0.038
C 0.230 -1.892 0.337 -0.048
C -0.809 -2.348 1.148 0.029
C -0.955 -3.728 1.360 -0.006
C -0.024 -4.608 0.805 0.027
C 1.059 -4.132 0.060 -0.006
C 1.191 -2.757 -0.189 0.023
O -0.918 0.813 -4.640 0.014
O 0.281 -1.484 -3.320 0.006
H -1.401 4.095 -2.446 0.012
H 1.435 4.772 0.841 0.001
H 0.038 5.663 -1.081 0.019
C -3.256 0.362 0.344 0.035
C -2.599 -1.437 -1.847 0.005
H 2.624 2.569 1.649 0.002
H 1.101 1.989 2.396 0.011
H -1.176 0.905 -3.750 0.011
H -2.642 1.843 -2.405 0.011
C 2.526 -0.477 2.535 0.006
C 3.590 0.513 -0.001 -0.005
H -1.452 -1.627 1.675 0.003
H -1.786 -4.058 1.973 -0.001
H -0.153 -5.683 0.976 0.001
H 1.807 -4.822 -0.321 -0.001
H 2.069 -2.387 -0.751 0.001
H 0.763 -0.706 -1.560 0.022
H 0.547 -2.347 -3.737 0.000
H -0.032 -0.946 -3.981 0.000
H -0.098 1.337 -4.831 0.001
H 1.273 -0.207 -1.287 0.026
H -4.067 0.785 -0.262 0.001
H -3.562 -0.534 0.892 0.006
H -2.855 1.120 1.023 0.001
H -3.497 -1.083 -2.366 0.000
H -1.871 -1.779 -2.593 0.000
H -2.864 -2.278 -1.190 0.001
H 4.319 1.084 0.609 -0.002
H 3.965 -0.499 -0.247 0.000
H 3.343 1.053 -0.937 0.001
H 3.598 -0.264 2.720 0.001
H 1.910 -0.030 3.330 0.000
H 2.289 -1.545 2.441 0.000
O -0.405 -1.098 4.273 0.000
Cl -0.863 0.290 4.097 0.001
O -1.940 0.619 4.983 0.002
O 0.284 1.222 4.266 0.002
O -1.357 0.443 2.695 0.012
```